# 1
The following is a quantum chemistry calculation of a structure of composition C42H99F12N9O25S4 at a distorted geometry, from OMol25.

The geometry in XYZ format:
```
191
Properties=species:S:1:pos:R:3:lowdin_charge:R:1
C 1.0517 -0.5000 2.1191 -0.705
F 0.4800 0.3321 2.8695 0.202
F 2.3584 -0.4168 2.4200 0.129
F 0.7136 -1.7608 2.3898 0.129
S 0.7973 -0.0725 0.2564 0.719
O 1.2791 1.3501 0.2151 -0.316
O 1.6781 -0.9824 -0.4472 -0.312
N -0.8563 -0.4089 0.0836 -0.284
S -1.2926 0.7192 -0.8973 0.618
O -1.3758 2.0918 -0.3912 -0.317
O -0.6370 0.6420 -2.1875 -0.294
C -3.1581 0.1717 -1.0447 -0.643
F -3.2108 -0.9640 -1.7115 0.141
F -3.7218 -0.0516 0.1344 0.140
F -3.8346 1.1018 -1.6748 0.181
C -1.4696 1.6938 -7.2635 -0.631
F -0.7421 2.0717 -8.3539 0.105
F -1.5991 0.4035 -7.1995 0.161
F -0.7470 2.1101 -6.2243 0.077
S -3.2939 2.4357 -7.3461 0.694
O -3.2843 3.2414 -8.5416 -0.319
O -4.2319 1.3301 -7.3391 -0.279
N -3.4475 3.5733 -5.9851 -0.271
S -3.5535 2.6055 -4.7367 0.639
O -3.1100 1.1906 -4.8381 -0.309
O -2.9276 3.3209 -3.5926 -0.446
C -5.4713 2.4918 -4.4136 -0.599
F -5.9271 3.6409 -3.7941 0.069
F -6.0829 2.4408 -5.5896 0.139
F -5.8834 1.5154 -3.6224 0.154
C -0.7869 2.9803 -3.6002 -0.080
C -1.0727 4.1423 -2.5760 -0.214
C -0.2516 4.0713 -1.1928 -0.173
O -0.8290 5.0599 -0.3647 -0.179
C -0.3162 5.1349 0.9393 -0.108
N -0.9152 5.4472 -3.3672 0.240
H 0.0138 5.5378 -3.7564 0.162
H -1.5860 5.5077 -4.1226 0.156
H -1.1773 6.2747 -2.8465 0.158
H -1.4574 2.9577 -4.4593 0.023
H -1.0272 2.0801 -3.0338 0.038
H 0.2401 2.9565 -3.9655 0.084
H -2.1092 4.1565 -2.2391 0.125
H 0.7969 4.3188 -1.3675 0.113
H -0.2697 3.0573 -0.7918 0.041
H -0.8961 5.8697 1.4980 0.095
H 0.6856 5.5458 0.8109 0.095
H -0.3927 4.1971 1.4900 0.064
C -4.2593 -3.9241 0.1131 0.001
C -3.1704 -3.2224 0.9647 -0.261
C -2.9975 -3.6386 2.4842 -0.132
O -1.8190 -3.1210 3.0883 -0.177
C -1.7835 -1.7953 3.4442 -0.138
N -1.8421 -3.2261 0.1919 0.236
H -1.2584 -2.4286 0.4113 0.087
H -1.3643 -4.1145 0.2617 0.148
H -2.0092 -3.1551 -0.8059 0.098
H -5.2054 -3.7315 0.6184 0.099
H -4.0536 -4.9778 -0.0738 0.091
H -4.2216 -3.3451 -0.8097 0.062
H -3.4086 -2.1619 1.0483 0.114
H -2.8071 -4.7123 2.5143 0.122
H -3.9152 -3.5230 3.0614 0.136
H -2.6842 -1.5291 3.9996 0.101
H -1.7789 -1.1944 2.5335 0.063
H -0.9738 -1.4433 4.0826 0.086
C -4.1563 3.3374 1.5384 -0.025
C -3.5187 2.8130 2.7862 -0.269
C -2.3264 3.7245 3.3059 -0.145
O -1.7303 3.2777 4.5340 -0.185
C -0.9865 4.3057 5.2214 -0.093
N -4.6124 2.8218 3.8597 0.231
H -5.0312 3.7355 3.9712 0.162
H -5.3510 2.1674 3.6268 0.083
H -4.0854 2.5732 4.6865 0.152
H -5.0236 2.7243 1.2939 0.097
H -3.3984 3.4844 0.7691 0.085
H -4.5320 4.3414 1.7407 0.093
H -3.2508 1.7606 2.6919 0.154
H -2.8045 4.6868 3.4969 0.127
H -1.5248 3.9163 2.5923 0.081
H -0.3156 4.9189 4.6192 0.092
H -0.4827 3.9543 6.1217 0.076
H -1.6233 5.0520 5.6996 0.084
C 1.7400 -3.9344 -1.2043 -0.034
C 1.8324 -5.0513 -2.2460 -0.285
C 3.0790 -6.0076 -2.0220 -0.135
O 3.2940 -7.0206 -3.0119 -0.183
C 3.5349 -6.6516 -4.3127 -0.129
N 0.4910 -5.8042 -2.3241 0.255
H 0.3243 -6.2815 -1.4480 0.161
H -0.2870 -5.2059 -2.5773 0.096
H 0.5819 -6.5563 -2.9949 0.163
H 1.3138 -4.3340 -0.2837 0.093
H 1.0664 -3.2086 -1.6597 0.064
H 2.7673 -3.6150 -1.0319 0.060
H 1.8759 -4.6204 -3.2463 0.115
H 2.8927 -6.5359 -1.0867 0.132
H 4.0405 -5.4979 -1.9504 0.127
H 2.7014 -6.1671 -4.8234 0.084
H 3.9451 -7.4148 -4.9732 0.103
H 4.3145 -5.8892 -4.2554 0.087
C 1.6844 1.6969 5.2156 -0.026
C 2.8153 2.2633 6.0855 -0.247
C 2.4954 1.8889 7.5717 -0.166
O 3.5751 2.4720 8.2799 -0.195
C 3.6634 2.1614 9.6189 -0.114
N 4.1612 1.6821 5.6761 0.252
H 4.2148 0.6694 5.6869 0.094
H 4.4279 2.0873 4.7867 0.131
H 4.9096 1.8717 6.3304 0.161
H 1.6994 0.6245 5.0230 0.079
H 1.7309 2.1922 4.2454 0.068
H 0.7388 1.9820 5.6766 0.073
H 2.9625 3.3342 5.9482 0.154
H 2.2906 0.8257 7.7038 0.136
H 1.5555 2.3316 7.9051 0.125
H 3.6335 1.0897 9.8156 0.103
H 2.9654 2.7760 10.1892 0.091
H 4.6193 2.5831 9.9306 0.093
C 5.5391 -0.2747 -0.7493 -0.030
C 4.9571 -0.9866 0.4530 -0.239
C 5.1523 -2.5626 0.4737 -0.131
O 4.6486 -2.9956 1.7465 -0.201
C 4.6562 -4.4036 1.7964 -0.092
N 5.6086 -0.3545 1.7262 0.244
H 5.4413 0.6351 1.8569 0.098
H 5.3417 -0.7583 2.6128 0.091
H 6.6102 -0.3776 1.5864 0.156
H 5.0542 -0.6386 -1.6551 0.063
H 6.6087 -0.4876 -0.7481 0.093
H 5.4319 0.8100 -0.7211 0.069
H 3.9354 -0.6680 0.6601 0.115
H 6.1933 -2.8637 0.3528 0.136
H 4.4393 -2.9815 -0.2372 0.092
H 4.3686 -4.9039 0.8707 0.068
H 3.9899 -4.5882 2.6388 0.096
H 5.6644 -4.7637 2.0054 0.096
C 1.4199 0.5011 -5.4700 -0.020
C 2.5202 -0.2273 -4.6847 -0.256
C 2.8908 0.3270 -3.2802 -0.180
O 3.3545 1.6250 -3.5526 -0.161
C 3.7016 2.4249 -2.4235 -0.061
N 2.2537 -1.7166 -4.6421 0.229
H 3.0097 -2.1580 -4.1352 0.150
H 1.4447 -2.0416 -4.1259 0.107
H 2.1723 -2.1256 -5.5634 0.168
H 1.6406 1.5636 -5.5673 0.090
H 0.4670 0.4872 -4.9401 0.084
H 1.2480 0.0812 -6.4611 0.091
H 3.4114 -0.2564 -5.3126 0.148
H 3.6062 -0.2813 -2.7238 0.090
H 2.0232 0.2473 -2.6234 0.106
H 4.0146 1.8243 -1.5692 0.042
H 2.8529 3.0090 -2.0665 0.079
H 4.5051 3.1100 -2.6925 0.101
C 3.1679 -2.4265 4.9212 -0.026
C 4.3275 -1.5604 5.4051 -0.786
O 4.2747 -1.1819 6.5770 -0.046
O 5.2167 -1.3073 4.5556 -0.075
H 3.0693 -2.5832 3.8474 0.038
H 2.2751 -1.9412 5.3173 0.062
H 3.1259 -3.4186 5.3717 0.076
C 2.5050 3.2338 1.5346 -0.046
C 3.9248 2.7715 1.3964 -0.772
O 4.3812 2.2267 2.3986 -0.076
O 4.6231 2.9673 0.3775 -0.041
H 1.8041 2.4510 1.8244 0.040
H 2.1246 3.6840 0.6181 0.055
H 2.5143 3.9113 2.3891 0.082
C -2.4407 -2.2706 -4.3838 0.016
C -1.5397 -3.2115 -3.6084 -0.736
O -2.0348 -4.0569 -2.8197 -0.065
O -0.3250 -3.1395 -3.8543 -0.081
H -2.3518 -1.3463 -3.8133 0.059
H -3.4689 -2.6304 -4.4192 0.090
H -2.1481 -2.2085 -5.4317 0.086
C -6.1050 -2.1091 -2.7021 -0.051
C -6.7070 -2.4885 -4.0379 -0.882
O -6.8279 -3.6749 -4.2858 -0.078
O -6.8707 -1.6189 -4.8968 -0.074
H -6.3168 -2.9220 -2.0072 0.055
H -6.5006 -1.1364 -2.4088 0.062
H -5.0271 -2.0139 -2.8335 0.032
C -6.6943 -0.5255 1.0969 -0.027
C -6.2134 -0.2233 2.5159 -0.761
O -6.4925 0.8911 2.9972 -0.098
O -5.7430 -1.1653 3.2057 -0.081
H -6.6782 0.3913 0.5075 0.067
H -7.5617 -1.1760 0.9876 0.085
H -5.9591 -1.1211 0.5537 0.032
```

Properties
orbital gap: 3.13 eV
HOMO level: -4.708 eV
calculated total energy: -6824.099784 a.u.
F_max: 6.33 eV/A


# 2
The following is a quantum chemistry calculation of an isolated molecule of C9H6FNO at a distorted geometry, from OMol25.

The geometry in XYZ format:
```
18
Properties=species:S:1:pos:R:3:lowdin_charge:R:1
N -0.6344 -0.5489 3.5016 0.143
C -0.4277 0.3948 2.7406 -0.205
C -0.1647 1.6305 1.9775 -0.116
C 0.6860 1.5148 0.8183 -0.355
O 1.5534 2.3299 0.4309 0.085
C 0.4320 0.3106 -0.1487 -0.152
C 0.4374 -1.0169 0.1839 -0.033
C 0.0996 -2.0525 -0.7008 0.043
C -0.2992 -1.6315 -1.9770 -0.227
F -0.5984 -2.6347 -2.8642 0.054
C -0.3596 -0.3390 -2.3248 -0.037
C -0.0574 0.6166 -1.4402 -0.019
H -1.2873 1.8051 1.5772 0.201
H 0.3968 2.4388 2.6139 0.178
H 0.8304 -1.3527 1.3147 0.170
H 0.0645 -2.9635 -0.5319 0.035
H -0.5892 -0.1341 -3.2772 0.093
H -0.0821 1.6326 -1.8937 0.142
```

Properties
orbital gap: 9.73 eV
HOMO level: -9.760 eV
calculated total energy: -576.310393 a.u.
ΔE to the lowest compared entry with this formula, charge and spin: 41.33 kcal/mol
F_max: 10.03 eV/A
SMILES: N#CCC(=O)c1ccc(F)cc1


# 3
The following is a quantum chemistry calculation of a structure of composition H3NO3PS at a distorted geometry, from OMol25.

The geometry in XYZ format:
```
9
Properties=species:S:1:pos:R:3:lowdin_charge:R:1
N 0.4798 -0.0382 -0.6193 -0.442
O 1.5152 -2.0503 0.6655 -0.599
O -0.1009 0.2872 1.6746 -0.373
O 2.6798 0.1382 0.7506 -0.569
P -0.6813 -0.5779 0.4556 0.604
S 2.0295 -0.9281 -0.1031 0.582
H 0.8140 0.1781 1.5870 -0.067
H 0.1937 -0.3216 -1.4745 -0.059
H -1.7643 0.3832 0.0484 -0.078
```

Properties
orbital gap: 7.88 eV
HOMO level: -3.971 eV
total charge: -1
calculated total energy: -1021.861199 a.u.
ΔE to the lowest compared entry with this formula, charge and spin: 16.99 kcal/mol
F_max: 4.11 eV/A


# 4
The following is a quantum chemistry calculation of a structure of composition CH4N2OS at a distorted geometry, from OMol25.

The geometry in XYZ format:
```
9
Properties=species:S:1:pos:R:3:lowdin_charge:R:1
C 0.5646 0.2178 0.2682 -0.269
N -0.2093 -1.2732 1.9139 0.110
N 0.5129 -0.4621 1.3541 -0.165
O -0.4721 0.8160 -2.3412 -0.598
S -0.8620 -0.4846 -1.3416 0.687
H 1.5570 0.4022 -0.0713 0.083
H -0.1505 0.9727 0.0450 0.022
H 0.2283 -1.6732 2.7564 0.070
H -1.1690 1.4844 -2.5837 0.059
```

Properties
orbital gap (alpha / beta): 7.65 / 7.65 eV
HOMO level (alpha / beta): -8.252 / -8.252 eV
calculated total energy: -623.273546 a.u.
ΔE to the lowest compared entry with this formula, charge and spin: 116.50 kcal/mol
F_max: 5.17 eV/A


# 5
The following is a quantum chemistry calculation of the ion C9H13O4S with charge -1 at a distorted geometry, from OMol25.

The geometry in XYZ format:
```
27
Properties=species:S:1:pos:R:3:lowdin_charge:R:1
C -0.2448 -0.5245 2.8435 -0.106
C -0.8362 -1.0356 1.4662 -0.302
C -0.3925 -0.2662 0.2619 -0.460
C 0.1634 -1.1024 -0.8396 -0.216
C 1.2906 -0.2999 -1.5159 -0.161
C 2.5479 -0.3923 -0.7866 -0.470
O 3.2961 -1.3755 -0.9011 0.029
C 2.8024 0.7156 0.0575 -0.023
C 2.4754 2.0110 -0.1164 -0.078
O 2.3177 3.1376 -0.4832 0.170
S -1.4116 0.9626 -0.2970 0.604
C -2.8902 0.4207 -1.3377 -0.171
O -0.6386 1.9085 -1.0825 -0.392
O -2.1382 1.5717 0.8815 -0.427
H 0.8274 -0.6139 2.5589 0.069
H -0.6790 -1.1326 3.6553 0.058
H -0.3966 0.4997 3.0425 0.033
H -2.0230 -1.1030 1.5036 0.123
H -0.5236 -2.0341 1.4408 0.061
H -0.6743 -1.3481 -1.5966 0.112
H 0.6364 -1.9484 -0.5453 0.068
H 1.0414 0.7904 -1.4523 0.074
H 1.2863 -0.5061 -2.6478 0.147
H 3.6799 0.6148 0.6658 0.118
H -2.6490 -0.5249 -1.8999 0.028
H -3.7600 0.2813 -0.7125 0.017
H -3.1073 1.2935 -2.1630 0.095
```

Properties
orbital gap: 6.41 eV
HOMO level: -3.056 eV
total charge: -1
calculated total energy: -1049.789461 a.u.
ΔE to the lowest compared entry with this formula, charge and spin: 70.95 kcal/mol
F_max: 4.36 eV/A
SMILES: CCC(CCC(=O)C=C=O)=[S@](C)(=O)[O-]


# 6
The following is a quantum chemistry calculation of a structure of composition C35H43N10O3PS4W, from OMol25.

The geometry in XYZ format:
```
97
Properties=species:S:1:pos:R:3:lowdin_charge:R:1
W 0.2494 -0.2899 -0.0809 1.153
N 3.0907 0.4003 3.3582 0.124
C 2.4136 0.1319 2.2314 -0.747
S 0.7103 -0.2049 2.3236 0.761
N 3.0708 0.0817 1.0907 0.051
N 2.2023 -0.0190 0.0816 -0.333
C 2.4719 -0.4340 -1.1585 -0.121
C 1.8812 0.3534 -2.2462 -0.298
C 2.4113 0.5838 -3.5015 0.009
C 1.7327 1.4688 -4.3300 -0.023
C 0.5733 2.0912 -3.8866 -0.010
C 0.0640 1.7677 -2.6405 -0.092
N 0.6979 0.8803 -1.8720 -0.067
H 2.5817 0.5747 4.2067 0.100
H 4.0105 0.8041 3.2712 0.122
H 3.2997 -1.1163 -1.3375 0.136
H 3.3430 0.1234 -3.7993 0.124
H 2.1276 1.6949 -5.3117 0.119
H 0.0529 2.8142 -4.4977 0.120
H -0.8429 2.2146 -2.2253 0.021
S -2.0146 0.1036 0.4055 0.650
C -3.0733 0.4343 -0.9995 -0.633
C -3.8202 -0.6326 -1.5029 -0.164
C -4.6591 -0.4715 -2.5904 -0.129
C -4.7428 0.7922 -3.1840 -0.109
C -4.0398 1.8567 -2.6623 -0.119
C -3.2093 1.7412 -1.5174 -0.784
S -2.4374 3.1140 -0.8345 0.594
H -3.7335 -1.6030 -1.0342 0.071
H -5.2502 -1.3019 -2.9555 0.100
H -5.3891 0.9486 -4.0400 0.103
H -4.1363 2.8411 -3.1018 0.096
C -1.5512 -4.1930 3.1017 -0.107
C -0.9292 -2.8467 2.6617 -0.533
C -1.8327 -1.7260 3.1843 -0.175
P -0.3880 -2.7872 0.8729 1.007
C 1.1036 -3.9226 0.8538 -0.524
C 1.0386 -5.2548 1.6058 -0.097
C 2.3615 -3.1853 1.3131 -0.118
C -1.7235 -3.5973 -0.1678 -0.507
C -1.4059 -4.9904 -0.7172 -0.096
C -3.1108 -3.6210 0.4800 -0.111
H -1.1002 -4.5159 4.0408 0.090
H -1.4402 -5.0032 2.3900 0.048
H -2.6166 -4.0629 3.2831 0.077
H 0.0373 -2.7341 3.1595 0.070
H -2.8313 -1.7809 2.7586 0.061
H -1.4591 -0.7218 3.0118 -0.034
H -1.9281 -1.8607 4.2644 0.095
H 1.2266 -4.1667 -0.2030 0.068
H 0.9852 -5.1031 2.6831 0.081
H 1.9645 -5.7967 1.4028 0.088
H 0.2158 -5.8943 1.3008 0.056
H 2.2790 -2.8580 2.3508 0.076
H 2.5855 -2.3111 0.7094 0.027
H 3.2159 -3.8616 1.2501 0.091
H -1.8051 -2.9227 -1.0180 0.054
H -1.5009 -5.7541 0.0547 0.071
H -0.4162 -5.0717 -1.1638 0.060
H -2.1339 -5.2296 -1.4953 0.091
H -3.1949 -4.4049 1.2286 0.066
H -3.8484 -3.8370 -0.2963 0.091
H -3.3787 -2.6695 0.9324 0.055
N -2.2964 -1.5208 -4.8303 0.183
C -1.3090 -1.9166 -4.0048 -0.332
C -1.0857 -1.2066 -2.7983 -0.055
N -0.1386 -1.5695 -1.9599 -0.089
C 0.6511 -2.6097 -2.3125 -0.152
C 0.4328 -3.2689 -3.4979 -0.096
N -0.5450 -2.9486 -4.3447 0.150
H -3.0073 -0.8892 -4.4906 0.084
H -2.4895 -2.0845 -5.6400 0.116
H -1.6923 -0.3484 -2.5502 0.090
H 1.4617 -2.8694 -1.6520 0.090
H 1.0725 -4.0961 -3.7816 0.120
O 5.4578 7.0859 3.7584 -0.362
S 5.0482 7.5007 2.4275 0.386
O 5.4578 6.6089 1.3598 -0.377
O 5.1876 8.9107 2.1405 -0.356
C 3.2446 7.2468 2.5332 -0.333
N 2.5067 8.1478 3.1901 0.131
C 1.2137 7.8920 3.2945 -0.115
C 0.6189 6.7460 2.7764 0.002
C 1.4734 5.8770 2.1233 -0.230
N 2.7703 6.1325 1.9947 0.154
C 1.0593 4.5777 1.5344 -0.111
C -0.1034 3.9041 1.8695 0.009
C -0.3363 2.6421 1.3553 -0.262
N 0.5095 2.0271 0.5258 -0.099
C 1.6078 2.7112 0.1530 -0.113
C 1.9208 3.9572 0.6292 0.034
H 0.6157 8.6314 3.8182 0.109
H -0.4434 6.5714 2.8733 0.103
H -0.8284 4.3215 2.5540 0.120
H -1.2219 2.0978 1.6411 0.028
H 2.2902 2.2297 -0.5299 0.106
H 2.8420 4.4497 0.3487 0.127
```

Properties
orbital gap: 4.80 eV
HOMO level: -6.887 eV
calculated total energy: -4133.955402 a.u.
ΔE to the lowest compared entry with this formula, charge and spin: 73.43 kcal/mol
F_max: 0.55 eV/A